[1]
This record from OMol25 describes a structure of composition C34H45MoN7O6S2Se in a non-equilibrium geometry. The level of theory is wB97M-V/def2-TZVPD.

Properties
HOMO energy (spin up / spin down) ... -7.474 / -8.112 eV
HOMO-LUMO gap (spin up / spin down) ... 0.2531 / 0.2622 Eh

ORCA input file:
```
! RIJCOSX wB97M-V def2-TZVPD def2/J DEFGRID3
* xyz 0 3
O 0.307 -0.809 1.492
H 5.594 1.351 -0.181
H 3.303 -0.065 -3.849
Se 1.209 -0.792 2.983
H -1.087 5.738 4.368
N 0.890 0.905 -1.724
S -2.614 2.410 -0.087
C 2.007 1.037 0.518
C 4.786 1.569 2.454
H -1.231 4.876 -4.278
C 4.244 2.300 1.223
H -3.501 3.021 -2.892
C 0.821 2.232 -3.782
C -0.805 4.006 -3.799
H -1.149 0.459 2.893
H -0.926 -4.184 3.682
C -0.227 4.101 2.461
O -2.598 3.849 -0.011
H 1.328 -3.312 0.783
O 1.618 0.678 3.363
H 0.947 -4.537 -1.544
H -1.711 2.030 4.655
H 2.288 1.707 -5.282
H -1.359 -1.158 -1.518
O -2.784 1.719 1.158
H 4.673 4.286 1.975
H -0.991 -3.350 -1.953
C -6.192 0.902 -1.134
C -6.436 1.430 -2.392
C -0.799 2.483 -1.932
H 4.910 2.869 -0.762
H -4.579 -4.573 0.454
C -1.260 4.716 4.690
C -1.197 2.388 3.777
H -2.055 4.215 -2.065
H -3.042 -4.952 -0.346
H 0.084 -1.226 -2.323
C -4.991 1.160 -0.496
H 0.562 3.618 -5.400
C 0.330 1.861 -2.506
H -6.941 0.301 -0.642
C -5.458 2.179 -3.024
H 2.658 -4.119 -0.052
H 2.735 -1.651 0.812
C 0.204 3.315 -4.430
C 3.817 3.726 1.602
H 5.166 0.591 2.173
H -5.631 2.582 -4.012
H 1.577 -3.036 -2.226
C 3.047 1.596 0.776
H -3.697 -3.296 -0.422
H -3.696 -5.030 2.881
H 5.585 2.142 2.919
C -1.957 -3.857 3.525
Mo 0.089 0.455 0.175
H 0.624 3.404 0.620
C -4.030 1.939 -1.117
H 3.577 -2.111 -0.503
C 1.071 -3.468 -1.358
H 3.410 4.246 0.736
H 3.982 1.419 3.170
H -1.258 -1.881 3.296
O 0.161 -1.399 4.028
H 3.054 3.692 2.375
C -3.590 -4.181 0.203
C -2.439 -2.556 1.687
H 6.180 2.887 0.470
H -0.707 -3.085 -0.220
H -0.667 4.518 5.583
N -0.371 -1.414 -1.428
H -4.778 0.776 0.489
C -0.325 -2.868 -1.220
H -2.168 -5.606 2.186
C 1.959 0.259 -2.228
C -0.891 3.737 3.628
H -2.454 -3.835 4.497
N -2.880 -3.799 1.383
H 0.040 5.131 2.278
C -0.857 1.494 2.791
N -0.214 1.848 1.673
O 2.436 -1.764 2.761
C -1.309 3.616 -2.559
C -2.717 -4.711 2.498
C 2.458 0.508 -3.498
N -1.972 -2.532 2.933
C 0.093 3.140 1.527
H -7.386 1.262 -2.879
N -1.214 1.848 -0.780
H -2.309 4.603 4.958
C 5.300 2.355 0.114
N 2.636 -1.992 -0.144
C -4.252 2.436 -2.389
C 1.907 1.491 -4.295
H 2.403 -0.479 -1.569
C 1.951 -3.279 -0.113
S -2.596 -1.246 0.650
*
```

***

[2]
This record from OMol25 describes a cluster of 2 separate species, C4H10S in total in a non-equilibrium geometry. The level of theory is wB97M-V/def2-TZVPD.

Properties
HOMO energy ... -8.413 eV
HOMO-LUMO gap ... 0.3466 Eh
Structure (SMILES) ... C=C.CSC

ORCA input file:
```
! RIJCOSX wB97M-V def2-TZVPD def2/J DEFGRID3
* xyz 0 1
H 1.458 1.455 -0.880
H 0.573 1.413 2.040
C -0.378 0.920 1.859
H 0.200 -1.433 -0.214
C -0.608 -1.158 -0.882
H -0.932 1.348 1.034
H -1.550 -1.303 -0.356
H 1.827 -0.035 -1.858
H 1.365 1.507 -2.592
C -0.545 -0.351 2.199
C 1.195 0.842 -1.742
S -0.558 0.421 -1.755
H -0.679 -1.919 -1.665
H -1.327 -0.941 1.748
H -0.040 -0.764 3.064
*
```

***

[3]
This record from OMol25 describes a structure of composition C38H44BF4LiO14 in a non-equilibrium geometry. The level of theory is wB97M-V/def2-TZVPD.

Properties
HOMO energy ... -7.758 eV
HOMO-LUMO gap ... 0.2384 Eh

ORCA input file:
```
! RIJCOSX wB97M-V def2-TZVPD def2/J DEFGRID3
* xyz 0 1
C 2.613 3.038 -3.832
H -0.293 7.473 3.159
O 4.867 -0.322 -4.631
C -3.606 -3.142 -4.285
H -0.602 -0.918 -2.992
C -0.042 -4.416 2.960
H 1.432 -4.441 -1.407
C -2.204 -5.330 2.165
Li 3.680 -1.354 0.427
H 5.759 0.704 1.368
H -1.011 -2.605 7.794
C -0.340 -1.825 5.357
C 4.710 1.343 -0.192
H -0.640 -1.506 3.463
H 2.268 6.921 0.693
O -4.436 3.830 2.831
H -1.045 5.286 2.829
H -0.604 -2.751 1.353
F 0.106 -0.835 -1.313
H -1.496 -8.196 4.815
H 0.747 -3.795 2.943
C -4.168 3.647 -1.023
H 2.275 -0.858 7.401
H -1.654 -3.020 -3.357
H -1.224 -2.325 5.578
C -4.600 -2.340 -4.981
C -2.360 -2.474 -3.970
C -1.154 -4.442 2.101
H 5.618 -0.078 -5.085
B 0.796 -0.692 -0.107
H 2.425 5.189 -0.774
H 0.720 -4.347 -3.060
F 0.135 0.501 0.487
O -1.110 -7.340 4.998
O 0.756 2.933 -0.603
O 0.122 -2.239 7.666
H 2.712 -3.702 -3.786
C 0.594 6.262 1.853
C -4.479 3.983 0.345
H -3.897 -4.110 -4.023
H 2.931 -0.183 -2.875
C 4.146 0.813 -4.326
C -2.885 1.765 0.108
C 4.420 2.032 -5.076
C -4.312 -1.058 -5.264
C -0.285 3.992 1.295
H -2.006 1.040 0.020
C -1.108 -6.326 4.084
O -5.724 -3.020 -5.363
H -6.414 -2.449 -5.854
H 5.522 1.770 -0.686
H -2.983 -7.111 3.414
H 5.255 1.840 -5.785
O 0.234 7.483 2.402
C 1.489 5.132 -0.118
H -2.815 1.154 -2.580
O -1.226 -3.569 1.101
C 3.591 3.182 -4.749
H -0.618 3.096 1.537
C -3.257 2.184 1.428
H 1.614 -3.019 -2.237
C 1.490 6.175 0.868
O 2.072 4.173 -3.258
C 2.179 -0.402 5.243
H -5.153 4.804 0.262
H 4.231 1.015 -0.911
H -5.035 -0.584 -5.672
H 1.366 4.128 -2.681
F 2.140 -0.338 -0.277
C 2.330 1.828 -3.171
O -3.021 1.972 -2.429
C 1.363 -0.590 4.113
C -0.378 5.203 2.002
H -4.422 4.271 -1.752
C -3.207 -0.417 -4.831
H 3.792 2.136 0.255
C 0.139 -1.316 4.171
H -2.924 -5.430 1.426
H 3.923 4.118 -5.314
H -3.612 3.627 3.233
C 0.583 -1.678 6.561
H 0.799 -5.414 4.671
C 0.029 -5.498 3.857
O 1.874 -0.136 2.919
O 4.830 0.429 0.819
C 0.652 4.102 0.203
H -3.020 0.567 -5.095
C -3.262 2.472 -1.155
H 3.117 0.175 5.276
O 2.703 -4.337 -3.059
C 1.560 -3.983 -2.379
C -2.164 -6.426 3.210
H -3.068 1.654 2.319
H 0.310 2.245 -0.295
O -1.143 -0.432 -3.632
F 0.670 -1.765 0.710
C 1.799 -0.948 6.544
C -4.064 3.358 1.551
C 3.084 0.758 -3.468
H 1.645 1.660 -2.559
C -2.285 -1.134 -4.208
H 1.124 -0.464 2.257
*
```

***

[4]
This record from OMol25 describes a cluster of 2 separate species, C5H13NO in total in a non-equilibrium geometry. The level of theory is wB97M-V/def2-TZVPD.

Properties
HOMO energy (spin up / spin down) ... -14.117 / -13.596 eV
HOMO-LUMO gap (spin up / spin down) ... 0.4137 / 0.1734 Eh

ORCA input file:
```
! RIJCOSX wB97M-V def2-TZVPD def2/J DEFGRID3
* xyz 1 2
H 1.452 0.875 -0.851
H 1.871 -0.642 -0.444
C -1.470 2.005 0.487
C -0.255 -0.158 1.115
H 1.761 -0.244 1.913
O 1.100 -2.450 -1.459
H -1.863 2.093 1.520
C -1.695 -0.053 -0.938
N 1.911 0.293 -0.111
H 1.216 -3.347 -1.767
H 0.174 -2.219 -1.682
H -2.232 2.374 -0.224
H -0.606 2.701 0.391
H -2.197 0.464 -1.737
H -0.167 -1.238 0.867
H -0.738 -0.029 2.138
H -1.620 -1.145 -1.067
C -1.155 0.575 0.153
H 1.199 1.446 1.556
C 1.170 0.376 1.156
*
```

***

[5]
This record from OMol25 describes the molecule C2HNO4 in a non-equilibrium geometry. The level of theory is wB97M-V/def2-TZVPD.

Properties
HOMO energy ... -10.628 eV
HOMO-LUMO gap ... 0.3422 Eh
Structure (SMILES) ... O=CC(=O)[N+](=O)[O-]

ORCA input file:
```
! RIJCOSX wB97M-V def2-TZVPD def2/J DEFGRID3
* xyz 0 1
N 0.203 -2.322 -1.128
C -0.179 -1.083 -0.217
O 1.295 -2.731 -1.012
O -0.236 -1.059 0.958
C -0.065 0.120 -1.207
O -0.697 -2.773 -1.783
O -0.664 0.515 -2.160
H 0.955 0.598 -0.837
*
```

***

[6]
This record from OMol25 describes a structure of composition C33H22CrLiO3 in a non-equilibrium geometry. The level of theory is wB97M-V/def2-TZVPD.

Properties
HOMO energy (spin up / spin down) ... -13.628 / -13.626 eV
HOMO-LUMO gap (spin up / spin down) ... 0.2809 / 0.2014 Eh

ORCA input file:
```
! RIJCOSX wB97M-V def2-TZVPD def2/J DEFGRID3
* xyz 2 2
C -0.631 -3.435 -0.061
H -0.225 -0.594 3.310
C -2.782 -0.205 0.879
H 1.770 3.166 2.775
H -1.325 2.543 1.250
H -1.528 -2.918 0.283
H 1.345 3.744 5.139
C 0.335 1.190 1.330
C -1.306 -3.050 -2.919
O 1.283 -3.769 -4.834
H 2.316 0.544 -0.443
C 0.960 2.805 4.744
H -0.151 2.446 -1.545
C 0.597 -2.768 0.087
C -1.302 1.110 -2.831
C -2.854 -0.368 -1.723
C -0.695 -4.695 -0.669
H -3.497 -0.992 1.114
H -1.660 -5.189 -0.784
C -1.468 1.164 -0.431
C 0.980 -3.697 -3.713
H -2.570 -0.283 -3.854
C -2.439 0.166 -0.490
C -0.872 1.628 -1.603
C 0.754 -1.525 -2.470
C 0.463 -5.296 -1.172
C -0.141 0.675 5.062
C 0.615 -1.377 0.548
C 1.469 4.337 -0.511
H 1.317 5.417 -0.456
O 1.004 -0.453 -2.868
H 2.699 -2.838 -0.349
C 2.044 1.596 -0.498
C 0.542 -0.224 0.920
C -1.106 1.482 1.023
C 1.697 -4.643 -1.022
H 3.075 1.928 -2.350
C 0.068 0.380 3.709
C 0.256 1.917 5.566
Li -1.792 3.324 -2.528
H 0.398 -6.261 -1.682
H -2.175 0.565 2.835
H -0.636 -0.056 5.704
H -3.571 -1.188 -1.710
C 0.934 3.517 0.492
C 1.758 -3.386 -0.417
H 2.559 4.385 -2.377
C 1.166 2.500 3.393
C 0.570 1.359 2.840
H 0.330 3.958 1.293
H -0.828 1.442 -3.760
C -2.077 0.574 1.750
H 2.609 -5.092 -1.415
O -2.204 -2.883 -3.647
H 0.022 2.196 6.593
C 1.182 2.134 0.459
C -2.288 0.122 -2.884
C 2.492 2.395 -1.552
C 2.202 3.758 -1.556
Cr 0.310 -3.285 -1.970
*
```

***

[7]
This record from OMol25 describes a structure of composition C23H41NO2P2Pd in a non-equilibrium geometry. The level of theory is wB97M-V/def2-TZVPD.

Properties
HOMO energy (spin up / spin down) ... -11.329 / -13.653 eV
HOMO-LUMO gap (spin up / spin down) ... 0.2028 / 0.1397 Eh

ORCA input file:
```
! RIJCOSX wB97M-V def2-TZVPD def2/J DEFGRID3
* xyz 2 5
C -1.190 -0.450 -0.564
H 3.663 0.397 -6.572
C -0.409 3.183 -4.158
H 0.522 -3.551 1.663
H -2.851 0.973 -0.459
C 3.680 -0.007 -5.552
C -0.077 -0.909 0.374
H 1.938 -3.041 2.595
C -0.647 1.854 1.381
H -1.722 -0.056 -5.651
C 0.188 2.148 0.145
H 0.382 -1.736 -6.352
H 0.396 1.347 5.487
N 2.535 1.013 2.857
C -1.773 1.018 1.407
C -3.102 -0.279 4.061
H -0.012 -1.987 0.493
C 0.557 -1.195 4.193
H 1.589 -0.930 -7.390
H 0.581 3.165 0.231
H -1.314 3.516 -3.639
H 1.854 -1.742 5.788
H 2.010 -2.417 -6.499
C -2.309 0.276 0.200
H 2.652 -1.673 4.204
H -0.567 2.586 2.177
H -0.459 2.138 -0.739
C -1.302 -1.825 2.968
C -2.229 -2.693 2.173
H 2.260 1.595 0.437
H -1.373 1.371 5.604
H 2.016 -0.747 0.838
O 1.247 1.182 3.070
H 4.079 0.755 -4.876
H 0.456 3.568 -3.608
H -3.147 -2.164 1.906
C 1.121 -0.184 0.580
H 2.239 -0.171 5.038
P 1.991 -0.503 -4.975
H -1.602 -1.320 -1.086
H -1.762 -3.048 1.250
C -1.701 -0.765 3.862
H -3.125 0.769 4.371
C 1.084 1.087 -5.328
C 1.905 -1.191 4.839
H -3.048 -0.456 0.543
H 4.345 -0.876 -5.524
H -1.655 1.614 -6.270
C -0.492 0.725 5.635
C 0.099 -2.115 3.217
H 1.765 1.942 -5.214
H 1.605 1.057 -1.114
H -2.514 -3.577 2.759
H 0.734 1.062 -6.369
C 0.872 -3.270 2.660
C -1.740 0.999 -5.365
C 1.442 -1.482 -6.454
O 3.319 1.802 3.287
H -2.512 1.232 2.174
H -0.405 3.603 -5.171
H -0.437 0.272 6.633
H -3.589 -0.869 4.848
C -0.558 -0.333 4.579
Pd -0.106 -0.060 2.374
H 0.756 -4.151 3.305
P -0.359 1.327 -4.173
H -3.701 -0.383 3.152
H -0.769 0.200 -1.337
H -2.698 1.209 -4.879
C 1.376 1.170 -0.042
*
```

***

[8]
This record from OMol25 describes the molecule C21H25FN2O3S in a non-equilibrium geometry. The level of theory is wB97M-V/def2-TZVPD.

Properties
HOMO energy ... -8.111 eV
HOMO-LUMO gap ... 0.3146 Eh
Structure (SMILES) ... CCCC(=O)c1ccc(N2CCN(S(=O)(=O)c3ccc(C)cc3)CC2)c(F)c1

ORCA input file:
```
! RIJCOSX wB97M-V def2-TZVPD def2/J DEFGRID3
* xyz 0 1
H 2.677 -0.945 -1.316
C -3.366 -0.086 0.359
H -2.662 1.637 1.421
C -0.634 -0.898 0.385
C 1.631 -0.812 1.359
C 2.621 -1.961 -0.898
N 3.446 -2.078 0.287
C -7.187 0.200 -0.256
H -3.680 -1.927 -0.713
O 5.526 -1.913 -1.071
H 1.133 -0.664 2.320
C 4.183 2.493 0.896
C -5.799 -0.430 -0.327
O -5.047 1.445 0.952
C 1.165 -2.272 -0.565
H 3.660 4.785 -1.563
C -1.641 -1.672 -0.220
H -7.146 1.198 -0.694
H 2.322 -2.790 1.882
N 0.669 -1.302 0.388
C 4.505 0.880 -1.334
C 2.745 -1.843 1.528
C 3.994 3.033 -0.374
H 1.089 -3.296 -0.175
H 4.674 0.731 2.031
H 2.060 0.147 1.042
C -2.960 -1.280 -0.237
H -7.470 0.316 0.792
H -9.205 -0.180 -0.920
C 3.603 4.469 -0.525
H -1.377 -2.617 -0.666
H 4.250 5.107 0.074
H 3.006 -2.660 -1.644
H -5.815 -1.422 0.132
C -1.069 0.306 0.968
H 4.670 0.237 -2.185
O 5.642 -1.614 1.383
C -8.224 -0.645 -0.983
H -5.495 -0.548 -1.370
H -8.288 -1.638 -0.544
C 4.664 0.361 -0.064
H 4.064 3.123 1.765
H 4.043 2.626 -2.476
H 0.579 -2.203 -1.484
H 2.581 4.613 -0.176
C -2.382 0.699 0.965
H -7.964 -0.751 -2.035
F -0.169 1.157 1.535
S 4.968 -1.392 0.139
C -4.758 0.411 0.386
C 4.513 1.160 1.055
H 3.482 -1.511 2.258
C 4.170 2.216 -1.485
*
```

***

Copy entry 2 word for word.
This record from OMol25 describes a cluster of 2 separate species, C4H10S in total in a non-equilibrium geometry. The level of theory is wB97M-V/def2-TZVPD.

Properties
HOMO energy ... -8.413 eV
HOMO-LUMO gap ... 0.3466 Eh
Structure (SMILES) ... C=C.CSC

ORCA input file:
```
! RIJCOSX wB97M-V def2-TZVPD def2/J DEFGRID3
* xyz 0 1
H 1.458 1.455 -0.880
H 0.573 1.413 2.040
C -0.378 0.920 1.859
H 0.200 -1.433 -0.214
C -0.608 -1.158 -0.882
H -0.932 1.348 1.034
H -1.550 -1.303 -0.356
H 1.827 -0.035 -1.858
H 1.365 1.507 -2.592
C -0.545 -0.351 2.199
C 1.195 0.842 -1.742
S -0.558 0.421 -1.755
H -0.679 -1.919 -1.665
H -1.327 -0.941 1.748
H -0.040 -0.764 3.064
*
```

***

Please write out number 1 again, unchanged.
This record from OMol25 describes a structure of composition C34H45MoN7O6S2Se in a non-equilibrium geometry. The level of theory is wB97M-V/def2-TZVPD.

Properties
HOMO energy (spin up / spin down) ... -7.474 / -8.112 eV
HOMO-LUMO gap (spin up / spin down) ... 0.2531 / 0.2622 Eh

ORCA input file:
```
! RIJCOSX wB97M-V def2-TZVPD def2/J DEFGRID3
* xyz 0 3
O 0.307 -0.809 1.492
H 5.594 1.351 -0.181
H 3.303 -0.065 -3.849
Se 1.209 -0.792 2.983
H -1.087 5.738 4.368
N 0.890 0.905 -1.724
S -2.614 2.410 -0.087
C 2.007 1.037 0.518
C 4.786 1.569 2.454
H -1.231 4.876 -4.278
C 4.244 2.300 1.223
H -3.501 3.021 -2.892
C 0.821 2.232 -3.782
C -0.805 4.006 -3.799
H -1.149 0.459 2.893
H -0.926 -4.184 3.682
C -0.227 4.101 2.461
O -2.598 3.849 -0.011
H 1.328 -3.312 0.783
O 1.618 0.678 3.363
H 0.947 -4.537 -1.544
H -1.711 2.030 4.655
H 2.288 1.707 -5.282
H -1.359 -1.158 -1.518
O -2.784 1.719 1.158
H 4.673 4.286 1.975
H -0.991 -3.350 -1.953
C -6.192 0.902 -1.134
C -6.436 1.430 -2.392
C -0.799 2.483 -1.932
H 4.910 2.869 -0.762
H -4.579 -4.573 0.454
C -1.260 4.716 4.690
C -1.197 2.388 3.777
H -2.055 4.215 -2.065
H -3.042 -4.952 -0.346
H 0.084 -1.226 -2.323
C -4.991 1.160 -0.496
H 0.562 3.618 -5.400
C 0.330 1.861 -2.506
H -6.941 0.301 -0.642
C -5.458 2.179 -3.024
H 2.658 -4.119 -0.052
H 2.735 -1.651 0.812
C 0.204 3.315 -4.430
C 3.817 3.726 1.602
H 5.166 0.591 2.173
H -5.631 2.582 -4.012
H 1.577 -3.036 -2.226
C 3.047 1.596 0.776
H -3.697 -3.296 -0.422
H -3.696 -5.030 2.881
H 5.585 2.142 2.919
C -1.957 -3.857 3.525
Mo 0.089 0.455 0.175
H 0.624 3.404 0.620
C -4.030 1.939 -1.117
H 3.577 -2.111 -0.503
C 1.071 -3.468 -1.358
H 3.410 4.246 0.736
H 3.982 1.419 3.170
H -1.258 -1.881 3.296
O 0.161 -1.399 4.028
H 3.054 3.692 2.375
C -3.590 -4.181 0.203
C -2.439 -2.556 1.687
H 6.180 2.887 0.470
H -0.707 -3.085 -0.220
H -0.667 4.518 5.583
N -0.371 -1.414 -1.428
H -4.778 0.776 0.489
C -0.325 -2.868 -1.220
H -2.168 -5.606 2.186
C 1.959 0.259 -2.228
C -0.891 3.737 3.628
H -2.454 -3.835 4.497
N -2.880 -3.799 1.383
H 0.040 5.131 2.278
C -0.857 1.494 2.791
N -0.214 1.848 1.673
O 2.436 -1.764 2.761
C -1.309 3.616 -2.559
C -2.717 -4.711 2.498
C 2.458 0.508 -3.498
N -1.972 -2.532 2.933
C 0.093 3.140 1.527
H -7.386 1.262 -2.879
N -1.214 1.848 -0.780
H -2.309 4.603 4.958
C 5.300 2.355 0.114
N 2.636 -1.992 -0.144
C -4.252 2.436 -2.389
C 1.907 1.491 -4.295
H 2.403 -0.479 -1.569
C 1.951 -3.279 -0.113
S -2.596 -1.246 0.650
*
```